1.
DFT (ωB97M-V/def2-TZVPD) results for 10 unconnected molecules or ions with the total composition H20O10.

Atoms and positions in Å:
O  0.290  0.738  0.724
H  -0.095  0.072  0.147
H  1.228  0.478  0.946
O  -3.592  2.491  -0.812
H  -4.099  1.826  -1.284
H  -3.692  2.136  0.021
O  -1.361  -0.543  -2.333
H  -0.777  -0.909  -3.077
H  -1.256  -1.189  -1.640
O  2.301  2.561  0.987
H  2.840  1.896  1.417
H  2.883  3.271  1.098
O  -2.454  -0.740  2.878
H  -3.305  -0.325  2.990
H  -2.539  -1.516  2.229
O  5.837  -0.626  -0.634
H  5.517  -0.168  -1.424
H  5.523  -0.083  -0.002
O  -1.457  -3.548  -1.264
H  -1.175  -2.966  -0.632
H  -2.430  -3.635  -1.153
O  0.565  -2.425  -1.329
H  0.717  -2.335  -2.348
H  0.932  -1.583  -1.056
O  0.290  -1.012  3.287
H  0.117  -1.759  3.814
H  -0.155  -0.254  3.697
O  -0.248  3.214  -1.599
H  -0.595  3.072  -0.734
H  -0.994  3.084  -2.248

Calculated values
LUMO energy, eV: -0.10
Kohn-Sham gap, eV: 10.273
ΔE to the lowest compared entry with this formula, charge and spin, eV: 5.1367
SMILES string: O.O.O.O.O.O.O.O.O.O
Spin multiplicity: 1

---

2.
DFT (ωB97M-V/def2-TZVPD) results for 10 unconnected molecules or ions with the total composition H20O10.

Atoms and positions in Å:
O  -1.967  2.703  -2.492
H  -1.919  2.033  -1.810
H  -1.299  2.447  -3.128
O  3.453  0.729  -1.368
H  2.573  1.004  -1.625
H  3.389  0.570  -0.426
O  -0.617  0.105  -0.151
H  -0.179  -0.476  0.470
H  0.089  0.634  -0.524
O  1.755  -0.047  1.373
H  2.490  0.141  1.956
H  1.871  -0.965  1.128
O  1.625  -2.565  0.252
H  2.279  -2.982  -0.309
H  0.784  -2.850  -0.106
O  -0.283  3.942  0.211
H  0.057  3.251  -0.358
H  -0.395  3.518  1.062
O  -0.014  -1.925  3.341
H  -0.699  -1.972  2.675
H  0.796  -1.810  2.844
O  -2.703  -2.527  1.962
H  -3.247  -3.309  1.870
H  -2.489  -2.276  1.063
O  -2.700  -1.453  -0.470
H  -3.482  -0.984  -0.761
H  -2.062  -0.764  -0.284
O  0.957  1.749  -1.793
H  0.745  1.412  -2.663
H  1.191  2.665  -1.940

Calculated values
LUMO energy (alpha / beta), eV: -3.78 / -11.30
Kohn-Sham gap (alpha / beta), eV: 9.964 / 2.419
ΔE to the lowest compared entry with this formula, charge and spin, eV: 1.3563
Spin multiplicity: 2
Net charge: +1

---

3.
DFT (ωB97M-V/def2-TZVPD) results for 10 unconnected molecules or ions with the total composition H21O10.

Atoms and positions in Å:
O  1.691  -0.842  0.314
H  1.056  0.768  -2.060
H  -0.485  1.723  -0.969
O  -2.563  0.111  -1.218
H  1.487  0.498  1.839
H  -1.867  0.772  -1.356
O  -0.880  2.210  -0.236
H  0.941  -2.327  2.466
H  3.595  1.002  -1.267
O  -3.343  0.833  1.226
H  -3.597  1.748  1.189
H  1.297  -1.334  -0.431
O  0.445  0.625  -2.795
H  -2.410  -0.401  -2.025
H  -3.436  0.451  0.325
O  -1.148  0.006  1.569
H  -0.281  0.419  1.415
H  -1.327  -0.459  2.400
O  1.371  1.444  1.709
H  2.660  1.945  -0.568
H  2.209  1.898  1.783
O  3.035  1.769  -1.440
H  0.684  -0.234  -3.142
H  1.069  -1.140  0.991
O  0.763  -2.877  -1.658
H  -2.023  0.744  1.474
O  -0.015  -2.420  2.574
H  -0.079  -3.378  2.486
H  1.400  -2.580  -2.322
H  -1.419  2.754  -0.835
H  1.171  -3.726  -1.440

Calculated values
LUMO energy, eV: -3.07
Kohn-Sham gap, eV: 11.415
ΔE to the lowest compared entry with this formula, charge and spin, eV: 1.8497
Spin multiplicity: 1
Net charge: +1

---

4.
DFT (ωB97M-V/def2-TZVPD) results for a molecular structure, H21O10.

Atoms and positions in Å:
O  2.549  3.021  -0.238
H  1.824  3.425  0.255
H  -1.155  0.050  -3.361
O  3.086  -0.227  -0.967
H  2.606  0.026  -0.133
H  2.742  0.490  -1.561
O  1.028  0.955  0.369
H  -0.016  1.397  -3.292
H  0.948  1.775  -0.127
O  -0.357  -3.315  0.324
H  0.002  -2.826  1.133
H  -0.371  -4.255  0.547
O  1.439  -1.968  -0.817
H  1.063  -2.006  2.998
H  2.175  -1.050  -1.209
O  -3.079  -0.662  -1.690
H  -3.437  -0.945  -2.527
H  0.609  -1.637  -0.431
O  -1.207  0.437  2.253
H  -3.720  -0.757  -0.990
H  -1.613  -0.430  2.111
O  -2.743  2.500  1.207
H  -3.357  1.899  1.626
H  -1.921  1.088  2.388
O  -0.732  0.859  -3.607
H  3.279  2.961  0.389
O  0.688  -1.767  2.138
H  0.700  -0.807  2.069
H  -2.540  3.258  1.755
H  0.212  1.153  0.881
H  1.296  -2.642  -1.493

Calculated values
LUMO energy, eV: -3.08
Kohn-Sham gap, eV: 10.821
ΔE to the lowest compared entry with this formula, charge and spin, eV: 2.6587
Spin multiplicity: 1
Net charge: +1

---

5.
DFT (ωB97M-V/def2-TZVPD) results for 11 unconnected molecules or ions with the total composition H21O11.

Atoms and positions in Å:
O  -3.675  1.522  -1.102
H  -2.964  2.200  -1.129
H  1.936  -1.985  0.127
O  2.663  -2.038  0.753
H  2.658  1.513  -2.473
H  -1.283  -2.307  1.913
O  1.040  0.011  -0.624
H  2.504  0.561  -1.318
H  -0.865  0.493  1.222
O  2.466  1.018  1.592
H  1.817  0.558  1.008
H  -4.895  1.542  0.427
O  1.799  -3.890  -0.500
H  -0.856  3.476  -0.186
H  -3.147  0.744  -0.881
O  -0.182  -0.137  1.482
H  0.406  -0.160  0.529
H  -1.090  -1.768  3.268
O  -1.069  -2.612  2.803
H  3.238  1.032  1.008
O  3.207  0.998  -1.874
H  1.827  -0.537  -0.652
H  -0.437  0.404  -1.988
O  -0.716  0.284  -2.926
H  0.135  0.141  -3.359
H  2.631  -1.335  1.419
O  -1.471  2.766  -0.398
H  1.306  -3.898  0.320
H  -0.974  2.187  -0.994
O  -4.784  1.273  1.354
H  2.642  -3.443  -0.428
H  -3.866  1.387  1.605

Calculated values
LUMO energy, eV: 2.70
Kohn-Sham gap, eV: 9.396
ΔE to the lowest compared entry with this formula, charge and spin, eV: 2.0551
Spin multiplicity: 1
Net charge: -1

---

6.
DFT (ωB97M-V/def2-TZVPD) results for 11 unconnected molecules or ions with the total composition H21O11.

Atoms and positions in Å:
O  0.899  2.819  -1.772
H  0.163  2.613  -1.081
H  -0.059  0.466  3.819
O  -0.034  1.282  4.314
H  1.477  -2.642  -1.599
H  2.409  3.331  0.056
O  -1.769  -0.271  1.339
H  2.892  -2.646  -1.024
H  2.150  -0.447  0.440
O  0.039  0.065  -1.982
H  1.428  -0.684  -1.052
H  -1.716  2.122  -0.913
O  -0.725  -1.813  3.978
H  -0.970  -2.973  -1.149
H  0.892  2.009  -2.299
O  2.207  -0.742  -0.469
H  -1.682  -3.323  -2.579
H  1.011  3.829  0.166
O  1.919  4.123  0.311
H  -1.222  0.370  0.814
O  2.347  -3.028  -1.735
H  -2.382  -0.706  0.734
H  -1.660  -0.020  -0.920
O  -2.460  -0.505  -1.379
H  -2.463  -0.052  -2.230
H  -0.877  1.719  4.464
O  -0.965  -3.481  -1.964
H  -0.307  -2.633  3.708
H  -0.419  -0.748  -2.211
O  -1.059  1.615  -0.424
H  -0.909  -1.316  3.179
H  -0.542  0.875  -1.378

Calculated values
LUMO energy, eV: 2.78
Kohn-Sham gap, eV: 9.900
ΔE to the lowest compared entry with this formula, charge and spin, eV: 2.0965
Spin multiplicity: 1
Net charge: -1

---

7.
DFT (ωB97M-V/def2-TZVPD) results for a molecular structure, H22HeO11.

Atoms and positions in Å:
He  -0.078  0.466  0.043
O  2.977  1.943  0.144
H  2.930  1.358  0.900
H  3.428  2.722  0.471
O  1.637  -0.293  1.785
H  0.893  -0.487  1.214
H  2.122  -1.117  1.835
O  -2.562  0.751  -1.314
H  -3.438  0.503  -1.611
H  -2.700  1.546  -0.799
O  -0.110  1.009  -2.580
H  -0.997  0.776  -2.304
H  -0.095  0.825  -3.519
O  -2.161  -0.402  3.292
H  -2.641  -0.884  3.966
H  -2.337  -0.882  2.483
O  -2.302  -1.233  0.463
H  -1.357  -1.390  0.456
H  -2.430  -0.513  -0.155
O  1.087  1.645  3.506
H  0.348  1.357  4.042
H  1.242  0.919  2.901
O  2.904  -1.311  -1.067
H  2.456  -1.702  -1.816
H  2.885  -0.370  -1.240
O  1.664  3.112  -1.940
H  0.900  2.558  -2.103
H  2.136  2.668  -1.236
O  -3.142  -2.470  -1.906
H  -2.803  -2.144  -1.072
H  -2.472  -3.077  -2.217
O  0.308  -1.999  -0.070
H  0.579  -1.672  -0.928
H  1.128  -2.213  0.374

Calculated values
LUMO energy, eV: -0.14
Kohn-Sham gap, eV: 10.034
ΔE to the lowest compared entry with this formula, charge and spin, eV: 0.9716
Spin multiplicity: 1

---

8.
DFT (ωB97M-V/def2-TZVPD) results for a molecular structure, H22KrO11.

Atoms and positions in Å:
Kr  -0.258  0.220  -0.450
O  -0.580  -2.874  -2.543
H  -0.258  -2.138  -3.062
H  -1.405  -2.562  -2.170
O  -3.145  -0.996  0.373
H  -3.346  -1.239  -0.530
H  -2.190  -1.043  0.428
O  -3.012  1.951  0.428
H  -3.551  1.227  0.110
H  -3.622  2.512  0.907
O  2.237  1.829  1.547
H  2.580  2.419  0.877
H  2.580  2.176  2.371
O  -2.668  2.476  -2.401
H  -2.760  2.518  -1.449
H  -2.385  3.354  -2.654
O  -0.459  -2.335  1.965
H  -0.652  -2.636  2.853
H  0.495  -2.259  1.939
O  -0.821  2.271  2.127
H  0.054  1.916  1.972
H  -1.324  2.014  1.354
O  2.753  -0.741  2.382
H  3.670  -0.864  2.624
H  2.669  0.201  2.231
O  2.095  -3.100  -2.016
H  2.239  -3.002  -1.075
H  1.145  -3.039  -2.121
O  0.566  2.984  -3.040
H  0.020  3.226  -2.292
H  0.774  3.816  -3.465
O  2.791  -2.878  0.560
H  2.580  -2.027  0.944
H  3.186  -3.374  1.278

Calculated values
LUMO energy, eV: -0.14
Kohn-Sham gap, eV: 9.610
ΔE to the lowest compared entry with this formula, charge and spin, eV: 0.9938
Spin multiplicity: 1

---

- The lowest ΔE to the lowest compared entry with this formula, charge and spin belongs to which entry?
  H22HeO11

---

- Which of these has the highest spin multiplicity?
  number 2

---

Repeat the fourth record exactly.
DFT (ωB97M-V/def2-TZVPD) results for a molecular structure, H21O10.

Atoms and positions in Å:
O  2.549  3.021  -0.238
H  1.824  3.425  0.255
H  -1.155  0.050  -3.361
O  3.086  -0.227  -0.967
H  2.606  0.026  -0.133
H  2.742  0.490  -1.561
O  1.028  0.955  0.369
H  -0.016  1.397  -3.292
H  0.948  1.775  -0.127
O  -0.357  -3.315  0.324
H  0.002  -2.826  1.133
H  -0.371  -4.255  0.547
O  1.439  -1.968  -0.817
H  1.063  -2.006  2.998
H  2.175  -1.050  -1.209
O  -3.079  -0.662  -1.690
H  -3.437  -0.945  -2.527
H  0.609  -1.637  -0.431
O  -1.207  0.437  2.253
H  -3.720  -0.757  -0.990
H  -1.613  -0.430  2.111
O  -2.743  2.500  1.207
H  -3.357  1.899  1.626
H  -1.921  1.088  2.388
O  -0.732  0.859  -3.607
H  3.279  2.961  0.389
O  0.688  -1.767  2.138
H  0.700  -0.807  2.069
H  -2.540  3.258  1.755
H  0.212  1.153  0.881
H  1.296  -2.642  -1.493

Calculated values
LUMO energy, eV: -3.08
Kohn-Sham gap, eV: 10.821
ΔE to the lowest compared entry with this formula, charge and spin, eV: 2.6587
Spin multiplicity: 1
Net charge: +1